Entry 1:
{
  "formula": "C5H28O10",
  "method": "ωB97M-V/def2-TZVPD",
  "elements": ["C", "C", "C", "O", "H", "H", "H", "H", "H", "H", "H", "H", "O", "C", "C", "O", "H", "H", "H", "H", "H", "H", "O", "H", "H", "O", "H", "H", "O", "H", "H", "O", "H", "H", "O", "H", "H", "O", "H", "H", "O", "H", "H"],
  "coordinates": [[4.90, 0.29, 0.86], [4.86, -1.23, 1.19], [6.14, -2.11, 1.13], [4.46, -1.41, 2.48], [5.23, 0.26, -0.18], [5.54, 0.89, 1.51], [3.92, 0.76, 0.76], [4.11, -1.83, 0.66], [6.96, -1.60, 1.64], [6.28, -2.08, 0.05], [5.98, -3.12, 1.50], [4.36, -2.35, 2.62], [-7.35, 1.47, 2.55], [-6.22, 1.15, 3.34], [-5.45, 0.08, 2.62], [-4.54, 0.59, 1.73], [-7.79, 2.26, 2.87], [-5.56, 2.00, 3.52], [-6.65, 0.79, 4.28], [-6.04, -0.73, 2.19], [-4.92, -0.53, 3.36], [-4.85, 0.89, 0.86], [-1.03, 1.75, 3.11], [-1.68, 1.16, 2.72], [-1.00, 2.50, 2.50], [2.89, -3.10, -3.95], [2.24, -3.45, -3.35], [2.56, -2.23, -4.18], [-0.65, -3.20, -2.55], [-1.16, -2.53, -3.00], [-0.88, -3.10, -1.62], [1.19, 4.20, -1.86], [1.35, 3.40, -1.35], [0.81, 4.81, -1.23], [1.81, 0.78, -4.57], [2.10, 1.19, -5.38], [1.70, 1.50, -3.95], [0.07, 0.69, -0.81], [0.02, 0.22, -1.64], [-0.74, 0.47, -0.35], [-4.14, 0.19, -3.01], [-3.93, 0.69, -3.80], [-4.87, -0.37, -3.26]],
  "lowdin_charge": [-0.0215, -0.5210, -0.0515, -0.0696, 0.0701, 0.0811, 0.0700, 0.1282, 0.0806, 0.0725, 0.0765, 0.0855, -0.0721, -0.2413, -0.2858, -0.0533, 0.0830, 0.1230, 0.1152, 0.1234, 0.1182, 0.0978, -0.0492, 0.0144, 0.0270, -0.0541, 0.0165, 0.0158, -0.0449, 0.0271, 0.0307, -0.0559, 0.0168, 0.0295, -0.0490, 0.0338, 0.0234, -0.0437, 0.0229, 0.0272, -0.0557, 0.0293, 0.0288],
  "e_tot_ha": -959.6059,
  "de_lowest_kj_mol": 227.9,
  "multiplicity": 1,
  "smiles": "CC(C)O.OCCO.O.O.O.O.O.O.O",
  "charge": 0,
  "homo_lumo_gap_ev": 9.231,
  "homo_ha": -0.3424
}

=====

Entry 2:
{
  "formula": "C13H30N6O12",
  "method": "ωB97M-V/def2-TZVPD",
  "elements": ["C", "C", "C", "O", "C", "C", "C", "C", "N", "C", "O", "H", "H", "H", "H", "H", "H", "H", "H", "H", "H", "H", "H", "H", "H", "H", "C", "N", "O", "O", "H", "H", "H", "C", "N", "O", "O", "H", "H", "H", "C", "N", "O", "O", "H", "H", "H", "C", "N", "O", "O", "H", "H", "H", "C", "N", "O", "O", "H", "H", "H"],
  "coordinates": [[-0.30, 1.10, -5.42], [-0.70, 0.49, -3.91], [-1.47, -0.95, -4.13], [-1.56, -1.79, -2.94], [-1.99, -1.03, -1.75], [-0.76, -0.67, -0.72], [-1.01, -0.99, 0.90], [0.44, -0.39, 1.45], [1.41, -1.04, 0.44], [0.69, -1.43, -0.86], [1.24, -2.18, -1.82], [0.43, 2.03, -5.29], [-1.25, 1.48, -6.00], [0.25, 0.23, -6.02], [-1.42, 1.27, -3.37], [0.31, 0.42, -3.32], [-2.53, -0.84, -4.66], [-0.81, -1.56, -4.92], [-2.66, -0.09, -2.01], [-2.72, -1.76, -1.14], [-0.54, 0.47, -0.79], [-0.91, -2.14, 1.18], [-1.86, -0.37, 1.41], [0.49, 0.74, 1.15], [0.70, -0.53, 2.59], [1.92, -0.18, 0.12], [1.75, -0.96, -8.85], [1.97, 0.50, -8.70], [2.70, 1.05, -9.54], [1.40, 1.06, -7.76], [2.31, -1.32, -9.72], [2.11, -1.44, -7.94], [0.68, -1.12, -8.99], [-0.23, -0.47, 6.34], [-0.93, -0.11, 5.08], [-1.76, -0.92, 4.64], [-0.62, 0.96, 4.55], [-0.60, -1.44, 6.69], [0.84, -0.52, 6.13], [-0.46, 0.31, 7.07], [3.41, 1.21, -13.00], [4.08, 0.03, -13.61], [4.22, -0.98, -12.90], [4.44, 0.14, -14.79], [3.15, 0.97, -11.97], [4.12, 2.04, -13.03], [2.51, 1.42, -13.58], [-2.07, -0.44, 10.30], [-1.53, -0.87, 8.99], [-0.31, -1.09, 8.92], [-2.34, -0.97, 8.06], [-1.25, -0.39, 11.02], [-2.52, 0.55, 10.17], [-2.81, -1.18, 10.61], [-0.89, 2.13, 14.26], [-1.35, 1.73, 12.90], [-2.54, 1.41, 12.78], [-0.51, 1.76, 11.99], [-1.73, 2.06, 14.95], [-0.09, 1.44, 14.55], [-0.52, 3.15, 14.19]],
  "lowdin_charge": [-0.1507, -0.2254, -0.2123, -0.2126, -0.1694, -0.1781, -0.1208, -0.2066, -0.0262, -0.2455, -0.0189, 0.0866, 0.0825, 0.0628, 0.1109, 0.1140, 0.1377, 0.1336, 0.1376, 0.1392, 0.1420, 0.1435, 0.1246, 0.1158, 0.1136, 0.1122, 0.0470, -0.4050, 0.0453, 0.0324, 0.0954, 0.1056, 0.1045, 0.0049, -0.4118, 0.0519, 0.0307, 0.0780, 0.1100, 0.0922, 0.0391, -0.4264, 0.0469, 0.0480, 0.0671, 0.1045, 0.1024, 0.0339, -0.4006, 0.0370, 0.0511, 0.0773, 0.1002, 0.1080, 0.0439, -0.4129, 0.0535, 0.0493, 0.0981, 0.1043, 0.1043],
  "e_tot_ha": -1744.0582,
  "multiplicity": 1,
  "smiles": "CCCOC[C@H]1CCNC1=O.C[N+](=O)[O-].C[N+](=O)[O-].C[N+](=O)[O-].C[N+](=O)[O-].C[N+](=O)[O-]",
  "charge": 0,
  "homo_lumo_gap_ev": 8.427,
  "homo_ha": -0.3356
}

=====

Entry 3:
{
  "formula": "C21H37Ge2N3O5PReS",
  "method": "ωB97M-V/def2-TZVPD",
  "elements": ["Re", "O", "S", "O", "O", "O", "C", "Ge", "C", "C", "Ge", "C", "C", "C", "C", "C", "C", "C", "C", "C", "C", "C", "C", "H", "H", "H", "H", "H", "H", "H", "H", "H", "H", "H", "H", "H", "H", "H", "H", "H", "H", "H", "C", "N", "C", "P", "O", "N", "C", "C", "N", "C", "C", "H", "H", "H", "H", "H", "H", "H", "H", "H", "H", "H", "H", "H", "H", "H", "H", "H", "H"],
  "coordinates": [[0.81, -1.34, 0.05], [2.81, -2.33, 0.24], [2.63, -2.75, -1.16], [3.26, -3.93, -1.61], [1.01, -2.84, -1.18], [2.86, -1.51, -1.99], [0.72, -1.02, -4.05], [2.63, -1.37, -4.00], [3.76, 0.17, -4.27], [3.22, -3.04, -4.75], [-1.48, -0.64, -0.63], [-2.76, -1.89, -1.25], [-3.94, -1.46, -1.88], [-4.85, -2.39, -2.37], [-4.59, -3.74, -2.23], [-3.42, -4.19, -1.61], [-2.51, -3.27, -1.13], [-2.12, 1.17, -0.65], [-3.36, 1.51, -0.09], [-3.80, 2.82, -0.11], [-3.03, 3.80, -0.72], [-1.82, 3.48, -1.30], [-1.35, 2.17, -1.25], [0.45, -0.75, -5.07], [0.48, -0.18, -3.41], [0.14, -1.89, -3.76], [4.21, 0.12, -5.26], [4.57, 0.17, -3.54], [3.20, 1.09, -4.18], [3.93, -2.83, -5.55], [2.37, -3.59, -5.16], [3.72, -3.68, -4.02], [-4.14, -0.40, -2.00], [-5.75, -2.05, -2.85], [-5.30, -4.46, -2.61], [-3.23, -5.25, -1.51], [-1.61, -3.63, -0.66], [-3.99, 0.75, 0.36], [-4.76, 3.08, 0.33], [-3.39, 4.83, -0.75], [-1.23, 4.25, -1.79], [-0.39, 1.94, -1.69], [-1.21, 2.16, 3.65], [-0.63, 1.00, 2.95], [-1.50, -0.18, 3.02], [0.97, 0.85, 2.68], [1.12, -0.26, 1.55], [1.93, 0.31, 3.87], [1.94, 1.07, 5.13], [2.38, -1.08, 4.03], [1.50, 2.31, 2.22], [2.94, 2.60, 2.21], [0.78, 3.06, 1.18], [-1.44, 1.89, 4.68], [-2.13, 2.45, 3.14], [-0.53, 3.00, 3.64], [-1.77, -0.39, 4.06], [-1.00, -1.07, 2.62], [-2.42, 0.01, 2.47], [1.67, 2.11, 4.96], [2.95, 1.05, 5.54], [1.25, 0.63, 5.85], [2.47, -1.57, 3.06], [1.70, -1.64, 4.67], [3.37, -1.06, 4.49], [3.44, 2.10, 3.04], [3.07, 3.67, 2.33], [3.39, 2.28, 1.27], [-0.30, 2.99, 1.30], [1.05, 2.68, 0.19], [1.08, 4.10, 1.24]],
  "lowdin_charge": [1.3245, -0.3730, 0.4096, -0.1753, -0.4989, -0.4065, -0.1980, 0.9369, -0.1822, -0.1709, 1.0459, -0.3771, -0.0977, -0.0501, -0.0323, -0.0527, -0.1214, -0.3794, -0.1250, -0.0564, -0.0463, -0.0678, -0.1524, 0.0434, 0.0044, 0.0265, 0.0396, 0.0383, 0.0322, 0.0413, 0.0432, 0.0234, 0.0991, 0.1190, 0.1218, 0.1187, 0.0858, 0.1067, 0.1181, 0.1196, 0.1177, 0.0886, -0.0666, -0.2858, -0.0846, 0.6259, -0.5035, -0.3024, -0.0680, -0.0529, -0.2829, -0.0508, -0.0702, 0.0976, 0.0945, 0.0815, 0.1021, 0.0604, 0.0810, 0.0836, 0.1003, 0.0984, 0.0667, 0.0986, 0.1013, 0.0799, 0.1002, 0.0980, 0.0679, 0.0843, 0.1045],
  "e_tot_ha": -6334.0118,
  "de_lowest_kj_mol": 0.0,
  "multiplicity": 3,
  "s_squared": 2.064,
  "charge": 2,
  "homo_lumo_gap_ev": [6.951, 7.077],
  "homo_ha": [-0.5370, -0.5366]
}

=====

Entry 4:
{
  "formula": "C55H67N4O2",
  "method": "ωB97M-V/def2-TZVPD",
  "elements": ["C", "C", "C", "C", "C", "C", "C", "C", "C", "C", "C", "C", "C", "C", "N", "C", "C", "N", "C", "C", "C", "C", "C", "C", "C", "C", "C", "C", "C", "C", "C", "C", "C", "C", "C", "C", "C", "C", "N", "O", "O", "C", "C", "H", "H", "H", "H", "H", "H", "H", "H", "H", "H", "H", "H", "H", "H", "H", "H", "H", "H", "H", "H", "H", "H", "H", "H", "H", "H", "H", "H", "H", "H", "H", "H", "H", "H", "H", "H", "H", "H", "H", "H", "H", "H", "H", "H", "H", "H", "H", "H", "H", "H", "H", "C", "N", "C", "C", "C", "C", "C", "C", "C", "C", "C", "C", "C", "C", "C", "C", "C", "C", "H", "H", "H", "H", "H", "H", "H", "H", "H", "H", "H", "H", "H", "H", "H", "H"],
  "coordinates": [[2.75, -0.76, 1.17], [3.12, -0.14, 2.49], [4.08, -1.15, 3.14], [3.92, 1.13, 2.23], [1.76, 0.00, 3.24], [1.45, -1.01, 4.17], [0.48, -0.79, 5.13], [-0.23, 0.40, 5.13], [-0.12, 1.31, 4.07], [-0.90, 2.66, 4.26], [-1.56, 3.10, 2.97], [0.04, 3.74, 4.79], [-2.06, 2.55, 5.25], [0.75, 0.97, 2.99], [0.67, 1.61, 1.69], [1.28, 2.92, 1.48], [0.87, 3.31, 0.09], [0.23, 2.12, -0.46], [-0.15, 2.20, -1.88], [0.86, 2.06, -2.88], [2.36, 1.67, -2.69], [2.85, 0.77, -3.84], [2.63, 0.85, -1.45], [3.23, 2.93, -2.73], [0.53, 2.33, -4.21], [-0.78, 2.48, -4.61], [-1.76, 2.60, -3.64], [-1.45, 2.65, -2.28], [-2.56, 3.32, -1.40], [-3.97, 3.06, -1.98], [-2.31, 4.83, -1.36], [-2.62, 2.75, -0.01], [0.14, 1.12, 0.50], [-0.47, -0.19, 0.41], [-1.37, -0.37, -0.76], [-0.82, -0.41, -2.05], [-1.62, -0.59, -3.18], [-3.01, -0.69, -2.97], [-3.84, -0.13, -3.97], [-5.07, -0.06, -3.76], [-3.28, 0.38, -4.98], [-3.54, -0.90, -1.68], [-2.75, -0.62, -0.59], [1.89, -0.26, 0.73], [3.58, -0.82, 0.45], [2.44, -1.77, 1.41], [4.36, -0.84, 4.15], [3.68, -2.17, 3.17], [5.00, -1.20, 2.53], [3.79, 1.86, 3.05], [4.99, 0.88, 2.18], [3.69, 1.59, 1.26], [2.00, -1.94, 4.20], [0.27, -1.56, 5.88], [-0.91, 0.59, 5.95], [-2.16, 2.27, 2.56], [-2.23, 3.95, 3.14], [-0.85, 3.43, 2.22], [0.36, 3.49, 5.81], [0.93, 3.87, 4.18], [-0.50, 4.70, 4.83], [-1.73, 2.53, 6.29], [-2.72, 3.42, 5.15], [-2.67, 1.66, 5.06], [0.96, 3.65, 2.24], [2.37, 2.84, 1.56], [0.17, 4.15, 0.07], [1.73, 3.61, -0.53], [2.88, 1.30, -4.80], [3.88, 0.44, -3.63], [2.22, -0.13, -3.94], [2.33, 1.38, -0.55], [2.12, -0.13, -1.47], [3.71, 0.66, -1.34], [2.89, 3.70, -2.02], [4.27, 2.67, -2.49], [3.20, 3.36, -3.74], [1.31, 2.38, -4.96], [-1.05, 2.51, -5.66], [-2.79, 2.71, -3.97], [-4.11, 2.00, -2.20], [-4.74, 3.35, -1.25], [-4.15, 3.65, -2.89], [-1.32, 5.07, -0.96], [-2.37, 5.24, -2.38], [-3.07, 5.34, -0.74], [-1.66, 2.79, 0.47], [-3.33, 3.32, 0.60], [-2.93, 1.70, -0.02], [-0.88, -0.50, 1.38], [0.27, -0.33, -2.14], [-1.23, -0.57, -4.19], [-4.60, -1.13, -1.59], [-3.19, -0.52, 0.40], [-4.40, -4.00, 1.64], [-3.07, -3.88, 1.08], [-2.11, -2.97, 1.39], [-0.98, -3.17, 0.57], [0.15, -2.29, 0.53], [1.24, -2.78, -0.38], [2.35, -3.52, 0.12], [3.40, -3.90, -0.72], [3.32, -3.64, -2.09], [4.39, -4.07, -3.04], [2.19, -3.02, -2.60], [1.13, -2.67, -1.77], [-1.25, -4.43, -0.17], [-0.51, -5.35, -0.92], [-1.09, -6.57, -1.31], [-2.44, -6.85, -1.04], [-3.24, -5.90, -0.38], [-2.61, -4.76, 0.10], [-4.56, -5.01, 2.02], [-4.54, -3.29, 2.46], [-5.17, -3.80, 0.88], [-2.29, -2.17, 2.11], [0.48, -1.97, 1.54], [2.37, -3.82, 1.19], [4.29, -4.38, -0.32], [4.30, -3.51, -3.97], [5.38, -3.88, -2.63], [4.26, -5.13, -3.26], [2.11, -2.83, -3.67], [0.17, -2.40, -2.22], [0.52, -5.13, -1.17], [-0.47, -7.31, -1.81], [-2.85, -7.81, -1.33], [-4.32, -6.01, -0.20]],
  "lowdin_charge": [-0.0831, -0.4965, -0.0514, -0.0310, -0.0662, -0.0359, -0.0512, -0.0347, -0.0605, -0.5270, -0.0658, -0.0300, -0.0717, -0.0674, 0.0431, -0.0977, -0.0780, 0.0193, -0.0837, -0.0839, -0.5169, -0.0523, -0.0605, -0.0246, -0.0285, -0.0351, -0.0475, -0.0611, -0.5091, -0.0460, -0.0210, -0.0593, -0.1471, 0.0005, -0.2142, -0.0564, 0.0335, -0.1555, -0.3100, 0.0578, 0.0455, 0.0267, -0.0394, 0.0502, 0.1151, 0.0393, 0.1014, 0.0744, 0.0952, 0.0966, 0.0931, 0.0633, 0.1114, 0.1154, 0.1070, 0.0946, 0.1041, 0.0473, 0.0962, 0.0705, 0.1002, 0.0858, 0.0926, 0.0926, 0.1073, 0.0994, 0.1195, 0.1136, 0.0764, 0.0970, 0.0860, 0.0535, 0.0762, 0.1037, 0.0706, 0.0967, 0.0930, 0.1111, 0.1240, 0.1032, 0.0787, 0.0982, 0.0894, 0.0702, 0.0962, 0.0967, 0.0364, 0.1027, 0.0752, 0.1145, 0.0995, 0.1330, 0.1247, 0.1204, -0.0085, -0.0780, 0.0136, -0.1216, 0.0068, -0.2271, -0.0407, -0.0192, -0.2757, -0.0452, -0.0312, -0.0552, -0.0770, -0.0066, -0.0633, -0.0665, -0.0004, -0.1698, 0.1003, 0.0959, 0.1028, 0.1432, 0.1128, 0.1328, 0.1229, 0.0796, 0.0844, 0.0947, 0.1186, 0.1106, 0.0984, 0.1086, 0.1084, 0.1114],
  "e_tot_ha": -2505.0596,
  "de_lowest_kj_mol": 159.9,
  "multiplicity": 1,
  "charge": 1,
  "homo_lumo_gap_ev": 6.601,
  "homo_ha": -0.3756
}

=====

Entry 5:
{
  "formula": "C4H4N2",
  "method": "ωB97M-V/def2-TZVPD",
  "elements": ["C", "C", "C", "C", "N", "N", "H", "H", "H", "H"],
  "coordinates": [[0.33, 1.75, -0.19], [-0.60, 0.87, -0.57], [1.90, 0.13, 0.55], [-1.21, -0.32, -0.47], [1.58, 1.20, 0.17], [2.33, -0.95, 0.74], [0.40, 2.86, -0.13], [-1.50, -0.80, -1.28], [-1.62, -0.68, 0.58], [3.09, -1.43, 1.18]],
  "lowdin_charge": [-0.1522, -0.0718, -0.3558, 0.0054, 0.0847, 0.2032, 0.1100, -0.0137, 0.1096, 0.0806],
  "e_tot_ha": -264.1987,
  "de_lowest_kj_mol": 335.3,
  "multiplicity": 1,
  "charge": 0,
  "homo_lumo_gap_ev": 9.279,
  "homo_ha": -0.3108
}